Density functional theory data (ωB97M-V/def2-TZVPD) for a molecular structure, C31H27KN6O2S2.

Computed properties:
Charge: 0
Maximum force, eV/A: 0.74
Total energy, Ha: -3072.691113
HOMO-LUMO gap, Eh: 0.158

Atoms and positions in Å:
K: -0.32 0.58 -0.53
C: 2.02 4.58 -1.97
O: 2.71 4.15 -0.78
C: 2.03 3.08 -0.32
N: 0.99 2.73 -0.94
C: 0.81 3.62 -2.08
C: 0.73 2.85 -3.39
C: 0.90 1.47 -3.45
C: 0.85 0.80 -4.67
C: 0.60 1.50 -5.83
C: 0.41 2.88 -5.78
C: 0.47 3.54 -4.57
C: 2.56 2.42 0.90
C: 3.74 2.85 1.48
C: 4.21 2.16 2.60
C: 3.49 1.09 3.08
C: 2.30 0.75 2.44
N: 1.84 1.38 1.37
C: 1.49 -0.40 2.94
N: 0.25 -0.39 3.20
C: -0.13 -1.78 3.52
C: 1.23 -2.52 3.57
O: 2.19 -1.54 3.11
C: -1.08 -2.35 2.48
C: -1.80 -3.46 2.73
C: -2.58 -4.24 1.76
C: -2.68 -4.06 0.44
C: -2.08 -2.92 -0.35
C: -1.03 -1.74 1.15
H: 2.71 4.50 -2.81
H: 1.73 5.62 -1.83
H: -0.13 4.17 -1.95
H: 1.12 0.91 -2.55
H: 0.99 -0.28 -4.69
H: 0.55 0.98 -6.78
H: 0.22 3.43 -6.69
H: 0.32 4.62 -4.54
H: 4.27 3.69 1.07
H: 5.13 2.46 3.07
H: 3.82 0.52 3.93
H: -0.62 -1.80 4.49
H: 1.27 -3.37 2.89
H: 1.51 -2.81 4.58
H: -1.78 -3.86 3.74
H: -3.09 -5.10 2.18
H: -3.29 -4.77 -0.11
H: -2.37 -2.93 -1.40
H: -0.46 -0.82 1.19
C: -6.06 1.38 1.33
S: -5.37 2.06 -0.20
C: -3.65 1.67 -0.04
S: -2.48 2.78 -0.07
N: -3.49 0.31 0.24
N: -2.62 -0.41 -0.26
C: -2.44 -1.65 0.47
C: -0.56 -2.73 -0.09
C: 0.24 -3.92 0.27
C: 1.59 -3.86 0.18
C: 2.22 -2.74 -0.41
C: 1.39 -1.88 -1.11
N: 0.06 -1.90 -1.10
H: -7.13 1.58 1.28
H: -5.64 1.91 2.19
H: -5.89 0.32 1.41
H: -3.27 -1.76 1.17
H: -0.26 -4.81 0.64
H: 2.19 -4.70 0.51
H: 3.30 -2.67 -0.51
H: 1.84 -1.17 -1.81



Density functional theory data (ωB97M-V/def2-TZVPD) for a molecular structure, C31H27N4O4OsPS.

Computed properties:
Charge: +2
Maximum force, eV/A: 1.86
Total energy, Ha: -2547.273176
HOMO-LUMO gap (spin up / spin down), Eh: 0.211 / 0.210

Atoms and positions in Å:
Os: 0.23 -0.03 0.16
N: 2.58 1.92 0.54
P: 2.49 0.31 -0.06
C: 2.82 0.43 -1.82
C: 4.05 0.87 -2.31
C: 4.22 1.05 -3.67
C: 3.17 0.79 -4.54
C: 1.95 0.34 -4.07
C: 1.78 0.16 -2.70
C: 3.94 -0.46 0.68
C: 4.55 0.04 1.83
C: 5.72 -0.56 2.30
C: 6.25 -1.65 1.64
C: 5.63 -2.17 0.51
C: 4.47 -1.58 0.03
C: 1.44 2.69 0.54
C: 1.47 4.05 0.86
C: 0.29 4.76 0.83
C: -0.91 4.12 0.50
C: -0.88 2.78 0.22
N: 0.28 2.06 0.25
H: 3.46 2.41 0.60
H: 4.87 1.06 -1.63
H: 5.17 1.40 -4.05
H: 3.31 0.93 -5.61
H: 1.13 0.13 -4.75
H: 0.82 -0.21 -2.33
H: 4.14 0.89 2.35
H: 6.20 -0.16 3.18
H: 7.17 -2.10 2.00
H: 6.04 -3.03 0.00
H: 3.99 -1.97 -0.86
H: 2.41 4.52 1.10
H: 0.30 5.81 1.08
H: -1.84 4.65 0.46
H: -1.77 2.23 -0.04
O: -3.86 -0.35 0.50
C: -2.79 -0.80 0.16
O: -1.79 -0.05 -0.22
C: -2.58 -2.30 0.14
C: -3.70 -3.09 0.20
C: -3.61 -4.49 0.18
C: -2.38 -5.12 0.09
C: -1.24 -4.36 0.01
C: -1.31 -2.94 0.04
S: 0.23 -2.22 0.01
H: -4.66 -2.60 0.26
H: -4.52 -5.08 0.25
H: -2.31 -6.20 0.07
H: -0.26 -4.83 -0.07
O: -3.30 2.16 1.88
C: -3.20 2.52 3.25
N: -3.50 1.43 4.14
C: -2.63 0.50 4.63
O: -2.92 -0.30 5.49
C: -1.25 0.40 4.02
C: -0.16 0.21 4.86
C: 1.07 -0.10 4.31
C: 1.19 -0.22 2.95
N: 0.14 -0.02 2.13
C: -1.07 0.30 2.66
H: -4.20 1.89 1.67
H: -3.86 3.34 3.50
H: -2.17 2.84 3.38
H: -4.43 1.35 4.52
H: -0.30 0.26 5.93
H: 1.94 -0.27 4.94
H: 2.12 -0.53 2.49
H: -1.89 0.46 1.97